Entry 1:
60
Properties=species:S:1:pos:R:3:forces:R:3 method="wB97M-V/def2-TZVPD" orbital_gap_ev=8.37 energy_ha=-1526.47088 homo_ev=-8.4996 max_force_ha_per_bohr=0.017 smiles="CCCCCc1nc2ccccc2c(=O)n1NC(=O)c1c(O)c2cccc3c2n(c1=O)CCC3" lumo_ev=-0.132
C 1.562 0.234 -4.896 -0.23 0.05 -0.10
C 0.064 0.419 -4.682 0.10 0.10 0.23
C -0.420 0.070 -3.273 -0.21 -0.14 -0.30
C -0.422 -1.425 -2.943 0.05 0.26 0.13
H -1.110 -1.587 -2.111 -0.03 -0.05 -0.04
H -0.822 -1.982 -3.791 -0.05 -0.06 -0.01
C 0.964 -1.992 -2.565 -0.10 0.03 -0.04
C 0.878 -2.865 -1.355 0.16 -0.10 -0.49
N 0.962 -4.137 -1.475 0.07 0.09 -0.65
C 0.853 -4.922 -0.357 -0.10 0.03 0.76
C 0.915 -6.312 -0.494 -0.01 0.00 0.09
C 0.808 -7.119 0.615 0.02 0.02 -0.12
C 0.639 -6.567 1.885 -0.02 0.07 0.16
C 0.577 -5.202 2.040 0.00 0.05 0.00
C 0.683 -4.368 0.925 0.04 -0.42 -0.25
C 0.620 -2.921 1.078 0.04 0.28 0.28
O 0.515 -2.304 2.115 -0.03 -0.16 -0.01
N 0.716 -2.236 -0.144 -0.25 0.39 0.33
N 0.595 -0.858 -0.093 0.50 -0.27 -0.12
C -0.590 -0.293 0.213 -0.03 0.00 -0.17
O -1.635 -0.952 0.241 -0.19 -0.01 0.13
C -0.571 1.161 0.454 -0.36 -0.16 0.11
C -1.766 1.778 0.787 0.36 -0.24 -0.14
O -2.908 1.128 0.868 0.05 -0.03 0.03
H -2.711 0.160 0.663 0.13 0.19 -0.03
C -1.784 3.190 1.061 -0.05 0.23 0.05
C -2.979 3.836 1.400 0.13 -0.05 -0.04
C -2.984 5.182 1.667 -0.10 0.00 0.02
C -1.790 5.896 1.613 0.05 -0.25 -0.07
C -0.595 5.291 1.281 0.00 0.14 0.01
C -0.580 3.914 0.987 -0.85 -0.03 0.14
N 0.578 3.269 0.632 0.29 -0.11 0.00
C 0.651 1.922 0.352 -0.09 0.10 -0.01
O 1.741 1.444 0.020 0.12 -0.07 -0.03
C 1.816 4.026 0.510 0.59 0.09 0.09
C 1.860 5.160 1.518 -0.16 0.08 -0.24
C 0.680 6.085 1.255 0.16 -0.02 0.08
H 0.795 6.559 0.276 0.05 0.04 0.03
H 0.634 6.880 2.001 -0.04 0.02 -0.05
H 1.794 4.754 2.529 0.06 -0.01 0.04
H 2.804 5.695 1.422 0.02 -0.05 0.02
H 1.890 4.422 -0.510 0.06 -0.04 0.06
H 2.637 3.321 0.659 -0.18 0.19 -0.09
H -1.791 6.953 1.839 0.03 0.11 0.03
H -3.901 5.687 1.927 -0.10 0.03 0.03
H -3.881 3.247 1.445 -0.09 -0.03 0.01
H 1.429 -0.260 -0.022 -0.17 -0.20 0.01
H 0.445 -4.745 3.009 -0.01 0.02 0.08
H 0.557 -7.215 2.744 -0.01 -0.04 0.07
H 0.855 -8.193 0.504 0.01 -0.08 -0.03
H 1.044 -6.724 -1.483 0.02 -0.03 -0.11
H 1.653 -1.171 -2.360 0.05 0.00 -0.08
H 1.367 -2.600 -3.373 0.08 0.01 0.13
H 0.185 0.609 -2.539 0.01 0.05 0.10
H -1.447 0.433 -3.175 0.00 0.05 0.06
H -0.186 1.466 -4.873 -0.05 -0.02 -0.07
H -0.483 -0.185 -5.409 -0.09 0.04 -0.05
H 2.125 0.768 -4.133 0.12 0.03 0.08
H 1.838 -0.815 -4.863 0.13 -0.12 0.01
H 1.850 0.628 -5.868 0.11 -0.01 -0.07

***

Entry 2:
76
Properties=species:S:1:pos:R:3:forces:R:3 method="wB97M-V/def2-TZVPD" orbital_gap_ev="8.29 / 8.56" energy_ha=-6000.38224 homo_ev="-8.5189 / -8.7949" max_force_ha_per_bohr=0.011 lumo_ev="-0.227 / -0.239" s_squared=3.7581 multiplicity=4
Co -0.065 -0.191 0.235 -0.41 -0.12 0.35
C 1.561 2.951 0.584 0.08 0.02 0.02
C 2.752 2.031 0.826 0.03 0.15 -0.01
S 2.198 0.424 1.421 -0.13 -0.21 -0.01
C 3.139 -0.755 0.422 0.10 0.04 0.03
C 3.014 -0.599 -1.085 0.09 0.02 -0.06
S 1.312 -0.722 -1.703 -0.05 -0.05 -0.01
C 1.128 0.756 -2.725 0.01 0.04 -0.08
C 1.240 2.126 -2.064 0.04 0.02 -0.05
S 0.296 2.297 -0.526 -0.09 0.04 -0.01
H 1.031 3.148 1.516 0.00 -0.03 -0.02
H 1.892 3.913 0.189 0.02 -0.01 0.02
H 3.354 1.911 -0.074 -0.02 -0.01 -0.01
H 3.395 2.478 1.585 0.01 0.00 -0.02
H 4.191 -0.707 0.706 0.00 0.01 0.00
H 2.748 -1.723 0.736 -0.03 -0.03 0.00
H 3.431 0.347 -1.431 0.01 -0.01 0.00
H 3.582 -1.398 -1.561 -0.01 0.00 0.00
H 1.848 0.689 -3.542 -0.02 0.02 -0.01
H 0.138 0.638 -3.171 -0.01 -0.02 0.02
H 2.280 2.367 -1.847 0.00 0.00 0.01
H 0.869 2.876 -2.764 0.01 0.00 -0.01
F -1.985 3.281 3.128 -0.01 -0.04 0.02
C -1.308 2.322 3.763 -0.09 0.13 0.12
F -1.595 2.364 5.056 0.01 0.02 -0.10
F -0.003 2.563 3.601 0.08 -0.04 -0.02
S -1.773 0.699 3.042 -0.01 -0.21 -0.09
O -1.376 0.842 1.636 0.14 0.04 0.06
O -3.169 0.545 3.287 0.16 0.06 0.03
N -0.825 -0.219 3.879 -0.21 0.00 -0.04
S -0.175 -1.556 3.368 0.17 0.09 -0.24
O 0.207 -1.492 1.960 -0.10 -0.05 0.33
O 0.797 -2.023 4.294 -0.03 0.05 -0.06
C -1.544 -2.791 3.387 -0.05 -0.09 0.04
F -2.125 -2.804 4.585 0.05 0.01 0.00
F -1.053 -3.989 3.124 -0.04 0.06 -0.01
F -2.458 -2.463 2.475 0.04 0.04 -0.03
C -4.692 -2.747 -4.515 0.00 0.01 0.01
C -5.323 -1.572 -4.121 -0.02 -0.01 -0.01
C -4.721 -0.741 -3.190 0.01 -0.04 0.01
C -3.481 -1.082 -2.649 -0.02 -0.05 -0.05
C -2.854 -2.259 -3.042 -0.01 0.06 -0.04
C -3.463 -3.090 -3.977 0.01 0.01 0.01
Sb -2.583 0.192 -1.221 0.11 0.18 0.05
C -4.281 0.401 0.032 -0.03 -0.04 0.06
C -4.813 -0.791 0.521 0.02 -0.01 0.01
C -5.879 -0.772 1.407 0.00 -0.01 -0.01
C -6.427 0.437 1.808 0.01 0.01 -0.01
C -5.904 1.626 1.325 0.02 -0.03 -0.01
C -4.830 1.609 0.444 0.00 0.00 0.01
C -2.597 1.969 -2.420 0.01 -0.02 -0.20
C -2.415 1.806 -3.796 -0.06 0.01 -0.02
C -2.271 2.903 -4.636 -0.02 0.01 0.02
C -2.316 4.188 -4.114 0.01 -0.01 0.00
C -2.492 4.366 -2.749 0.00 -0.02 -0.01
C -2.618 3.266 -1.911 0.04 0.00 0.08
H -5.167 -3.397 -5.239 -0.01 0.00 -0.01
H -6.287 -1.307 -4.536 -0.01 0.00 0.00
H -5.224 0.168 -2.881 0.01 0.01 0.01
H -1.899 -2.542 -2.622 0.04 -0.04 0.02
H -2.973 -4.008 -4.274 0.01 -0.01 0.01
H -4.396 -1.745 0.216 0.01 0.00 0.00
H -6.277 -1.703 1.788 0.00 -0.01 0.00
H -7.257 0.452 2.501 -0.01 0.00 0.02
H -6.326 2.572 1.639 0.00 0.02 0.00
H -4.435 2.551 0.090 0.02 0.03 -0.06
H -2.410 0.812 -4.230 0.01 -0.01 0.02
H -2.138 2.753 -5.700 0.00 -0.01 -0.01
H -2.218 5.045 -4.767 0.01 0.01 -0.01
H -2.524 5.364 -2.332 0.00 0.02 0.01
H -2.704 3.438 -0.846 -0.03 -0.02 0.04
F -0.907 -2.170 -0.244 0.15 0.08 -0.12
B -0.099 -3.385 -0.516 -0.01 -0.11 0.10
F 1.226 -3.080 -0.167 0.14 0.14 0.02
F -0.182 -3.626 -1.877 -0.05 -0.02 -0.16
F -0.606 -4.400 0.244 -0.08 -0.07 0.06

***

Entry 3:
86
Properties=species:S:1:pos:R:3:forces:R:3 method="wB97M-V/def2-TZVPD" orbital_gap_ev=6.89 charge=-1 energy_ha=-8639.41769 homo_ev=-4.9428 max_force_ha_per_bohr=0.115 lumo_ev=1.944
C 6.169 -3.490 2.378 0.40 1.20 -0.39
C 4.728 -2.809 2.336 -1.77 -2.93 0.98
Br 4.750 -0.835 1.942 -0.06 -1.86 0.47
C 3.494 -3.500 2.566 2.20 2.77 -1.46
Br 3.548 -5.475 2.935 -0.05 2.00 -0.25
C 2.062 -2.790 2.572 -0.43 -1.05 0.94
N 1.613 -2.737 4.033 1.64 0.43 -0.56
C 0.930 -3.533 1.721 -5.54 0.23 -2.05
O 1.086 -4.578 1.011 1.34 2.13 1.84
O -0.338 -2.943 1.719 5.41 -1.20 0.67
H 6.847 -3.068 3.216 -1.33 -0.47 -1.22
H 6.174 -4.618 2.502 -0.43 1.51 -0.26
H 6.695 -3.204 1.392 -0.77 -0.59 1.45
H 2.060 -1.698 2.234 0.47 -1.73 0.17
H 2.048 -3.538 4.530 -0.54 0.46 -0.49
H 2.133 -1.914 4.406 -0.80 -0.91 -0.12
C 5.891 -9.099 0.482 -0.56 -0.85 0.01
C 6.793 -8.222 -0.327 -0.28 0.53 -0.55
O 7.076 -7.153 0.552 0.16 -0.69 0.29
C 6.998 -7.682 1.805 0.32 0.71 1.50
O 7.434 -7.153 2.785 -0.40 -0.46 -0.86
O 6.369 -8.891 1.804 0.39 0.51 -0.12
F 6.150 -7.731 -1.412 0.15 -0.01 -0.16
H 4.842 -8.793 0.423 0.14 0.17 -0.16
H 5.966 -10.150 0.198 0.08 0.07 0.22
H 7.727 -8.701 -0.635 -0.06 0.11 -0.14
C -2.318 -0.288 1.530 1.14 -0.74 -0.11
C -3.391 -0.355 2.566 0.36 0.12 0.63
O -4.370 0.542 2.074 -0.13 -0.28 -0.68
C -4.237 0.517 0.719 -0.26 0.26 -0.99
O -5.061 0.937 -0.046 0.55 -0.14 0.59
O -3.061 -0.049 0.338 -1.13 0.51 0.21
F -2.946 0.105 3.760 -0.19 -0.01 0.16
H -1.622 0.539 1.696 -0.20 0.01 0.19
H -1.748 -1.218 1.460 0.09 -0.06 -0.11
H -3.833 -1.348 2.693 0.04 0.11 0.15
C 5.324 1.110 6.067 0.80 -0.30 0.53
C 4.543 2.277 5.552 0.11 0.33 -0.64
O 3.466 1.669 4.871 0.14 -0.14 0.74
C 3.256 0.484 5.508 -1.11 -1.10 -0.27
O 2.269 -0.176 5.385 0.87 0.72 0.21
O 4.308 0.147 6.306 -0.44 0.32 -0.30
F 5.268 2.994 4.660 -0.01 0.24 0.01
H 6.031 0.718 5.331 -0.13 0.21 -0.12
H 5.866 1.345 6.985 -0.19 -0.16 0.02
H 4.157 2.940 6.332 0.07 0.11 -0.15
C 2.072 -4.210 -1.853 -0.82 -0.28 0.82
C 2.834 -2.951 -2.122 0.41 0.03 0.59
O 3.547 -3.250 -3.307 -0.60 -0.12 -0.31
C 2.778 -4.156 -3.974 -0.13 -0.73 -1.08
O 2.920 -4.437 -5.131 -0.01 0.21 0.84
O 1.824 -4.698 -3.169 0.70 0.48 -0.78
F 3.724 -2.702 -1.134 0.11 0.26 -0.01
H 2.657 -4.946 -1.296 0.04 0.26 0.05
H 1.139 -4.028 -1.317 0.09 -0.21 -0.06
H 2.205 -2.071 -2.284 0.17 0.05 0.10
C -5.301 4.182 -0.758 0.59 -1.23 0.02
C -4.887 5.323 0.114 0.52 0.11 -0.12
O -5.700 6.387 -0.342 -0.64 -0.40 0.16
C -6.837 5.800 -0.809 -0.90 0.09 -0.47
O -7.859 6.391 -1.024 0.74 -0.34 0.15
O -6.676 4.463 -0.994 -0.30 1.09 0.19
F -3.589 5.651 -0.096 0.13 0.13 0.16
H -4.766 4.163 -1.713 -0.15 0.20 0.50
H -5.176 3.216 -0.266 -0.33 0.08 -0.05
H -5.059 5.160 1.182 0.19 0.15 -0.02
C -1.216 4.660 -4.773 0.45 0.35 -0.82
C -1.162 3.596 -3.723 0.56 -0.08 0.59
O -2.302 3.867 -2.933 -0.31 0.00 -0.71
C -3.201 4.442 -3.777 -1.25 0.40 0.03
O -4.368 4.561 -3.536 1.05 0.03 -0.61
O -2.614 4.858 -4.933 -0.31 -0.33 0.62
F -0.059 3.730 -2.950 0.05 -0.16 0.04
H -0.751 5.595 -4.449 0.03 -0.18 0.19
H -0.754 4.344 -5.710 -0.25 0.04 0.01
H -1.219 2.576 -4.113 0.11 0.02 0.16
C -8.545 6.870 -4.060 -0.14 0.00 1.10
C -9.038 5.977 -5.152 -0.51 0.10 -0.25
O -8.366 6.465 -6.296 0.43 -0.18 0.43
C -7.194 6.986 -5.833 1.38 0.57 -0.55
O -6.254 7.246 -6.527 -0.85 -0.15 0.53
O -7.222 7.168 -4.484 -0.05 -0.20 -0.81
F -10.373 6.126 -5.340 -0.17 -0.17 -0.10
H -9.119 7.798 -3.983 -0.11 -0.14 -0.20
H -8.545 6.377 -3.087 0.21 0.16 -0.15
H -8.801 4.919 -5.010 -0.18 0.03 -0.07